Record 1
Density functional theory data (ωB97M-V/def2-TZVPD) for a 5-piece molecular cluster, CH11NO4 overall.

Its SMILES is C=N.O.O.O.O. The calculation puts the HOMO energy at -10.15 eV. For the frontier orbital gap, the calculation gives 10.904 eV. For the relative energy (zero: lowest compared OMol25 entry of this formula, charge and spin), the calculation gives 139.70 kJ/mol. As for the electronic energy: -10894.5775 eV. As for the spin multiplicity: 1.

The geometry in XYZ format:
```
17
CH11NO4 | the Open Molecules 2025 dataset | ωB97M-V/def2-TZVPD
O 4.865 -0.326 0.500
O -4.154 -2.622 -4.049
O 4.767 2.536 0.136
O 4.191 0.916 -2.516
N -5.294 -0.321 4.504
C -5.678 -0.043 3.339
H 5.607 2.864 -0.198
H -5.682 0.982 2.997
H 3.938 -0.573 0.571
H 3.904 1.725 -2.048
H 5.335 -1.053 0.086
H -6.033 -0.814 2.642
H -4.688 -2.590 -3.249
H 3.473 0.763 -3.141
H 4.779 1.577 0.008
H -5.313 -1.318 4.725
H -4.017 -1.704 -4.307
```

Record 2
Density functional theory data (ωB97M-V/def2-TZVPD) for CH11NO4 as an isolated structure.

The calculation puts the HOMO energy at -9.65 eV. For the frontier orbital gap, the calculation gives 3.929 eV. For the relative energy (zero: lowest compared OMol25 entry of this formula, charge and spin), the calculation gives 889.52 kJ/mol. As for the electronic energy: -10886.8062 eV. As for the spin multiplicity: 1.

The geometry in XYZ format:
```
17
CH11NO4 | the Open Molecules 2025 dataset | ωB97M-V/def2-TZVPD
O -2.541 -0.011 0.729
O 0.799 -1.653 -0.479
O 2.375 0.383 -1.131
O -1.502 -0.635 -1.358
N 1.309 1.244 1.192
C -0.066 0.711 0.942
H -0.691 1.200 1.800
H -1.921 -0.510 -2.214
H -0.367 0.944 -0.077
H 3.139 0.368 -1.671
H 1.436 -0.958 -0.862
H 1.875 1.005 0.339
H -2.142 -0.473 -0.411
H -3.262 -0.522 1.100
H 1.740 0.701 1.943
H -0.040 -1.429 -0.933
H -0.140 -0.364 1.090
```

Record 3
Density functional theory data (ωB97M-V/def2-TZVPD) for a 5-piece molecular cluster, CH11O4S overall.

As for the total charge: -1. The calculation puts the HOMO energy at -3.03 eV. For the frontier orbital gap, the calculation gives 6.393 eV. For the relative energy (zero: lowest compared OMol25 entry of this formula, charge and spin), the calculation gives 99.70 kJ/mol. As for the electronic energy: -20241.8885 eV. As for the spin multiplicity: 1.

The geometry in XYZ format:
```
17
CH11O4S | the Open Molecules 2025 dataset | ωB97M-V/def2-TZVPD
S -0.512 1.382 0.512
O 0.712 -1.411 -0.611
O -3.552 2.088 3.242
O 2.416 -3.693 -1.036
O 3.386 0.399 -2.876
C -2.078 0.456 0.492
H 3.079 0.061 -2.023
H -3.676 2.004 2.298
H 2.051 -4.187 -1.775
H -2.779 0.887 -0.230
H 0.730 -0.488 -0.268
H -2.203 -0.606 0.399
H -2.514 0.627 1.474
H 1.805 -2.935 -0.955
H -2.778 1.661 3.601
H 2.945 -0.175 -3.508
H -0.193 -1.667 -0.420
```

Record 4
Density functional theory data (ωB97M-V/def2-TZVPD) for a 5-piece molecular cluster, CH11O5 overall.

As for the total charge: -1. The calculation puts the HOMO energy at -4.97 eV. For the frontier orbital gap, the calculation gives 8.738 eV. For the relative energy (zero: lowest compared OMol25 entry of this formula, charge and spin), the calculation gives 85.95 kJ/mol. As for the electronic energy: -11453.7640 eV. As for the spin multiplicity: 1.

The geometry in XYZ format:
```
17
CH11O5 | the Open Molecules 2025 dataset | ωB97M-V/def2-TZVPD
O 1.359 2.171 -1.567
O -0.820 -0.400 0.552
O 2.273 -1.659 -0.793
O 0.453 -0.181 -2.078
O -2.445 -1.693 2.493
C -0.897 0.991 1.034
H 2.321 2.165 -1.426
H -0.935 1.689 0.172
H -1.786 1.235 1.714
H 1.487 -1.317 -1.229
H 2.281 -1.030 -0.026
H -1.943 -1.000 1.961
H -1.793 -2.393 2.604
H 0.062 1.192 1.500
H 0.869 1.283 -1.817
H -0.355 -0.477 -0.306
H -0.129 -0.575 -2.788
```

Record 5
Density functional theory data (ωB97M-V/def2-TZVPD) for a 4-piece molecular cluster, CH12NO3 overall.

As for the total charge: +1. The calculation puts the HOMO energy at -15.41 eV. For the frontier orbital gap, the calculation gives 12.169 eV. For the relative energy (zero: lowest compared OMol25 entry of this formula, charge and spin), the calculation gives 171.17 kJ/mol. As for the electronic energy: -8857.3221 eV. As for the spin multiplicity: 1.

The geometry in XYZ format:
```
17
CH12NO3 | the Open Molecules 2025 dataset | ωB97M-V/def2-TZVPD
O -2.010 0.374 -1.329
O 0.611 2.096 -1.068
O 0.864 -2.416 -0.693
N -0.254 -0.173 0.933
C 0.741 0.156 2.106
H 1.363 1.014 1.664
H 0.406 -2.986 -1.381
H -1.214 -0.475 1.165
H -0.036 -0.957 0.310
H 1.096 1.762 -1.971
H 0.169 0.481 2.987
H -2.431 0.295 -2.208
H 1.795 -2.813 -0.665
H -2.173 1.273 -0.918
H -0.279 2.284 -1.469
H 1.470 -0.689 2.133
H -0.115 0.774 0.403
```

Record 6
Density functional theory data (ωB97M-V/def2-TZVPD) for a 4-piece molecular cluster, CH12NO3 overall.

As for the total charge: +1. The calculation puts the HOMO energy at -15.92 eV. For the frontier orbital gap, the calculation gives 13.081 eV. For the relative energy (zero: lowest compared OMol25 entry of this formula, charge and spin), the calculation gives 15.13 kJ/mol. As for the electronic energy: -8858.9394 eV. As for the spin multiplicity: 1.

The geometry in XYZ format:
```
17
CH12NO3 | the Open Molecules 2025 dataset | ωB97M-V/def2-TZVPD
O -1.848 -1.155 -1.676
O 0.015 2.780 -0.871
O 2.362 -1.452 0.914
N 0.123 0.047 -0.025
C -0.650 -0.220 1.218
H -1.488 0.471 1.296
H 2.284 -2.252 1.447
H -1.860 -1.334 -2.624
H 0.759 2.957 -1.459
H -1.071 -1.220 1.163
H 3.245 -1.100 1.066
H 0.286 1.062 -0.102
H 0.038 -0.143 2.052
H 0.002 3.528 -0.258
H -0.427 -0.289 -0.824
H 1.002 -0.470 0.082
H -2.771 -1.209 -1.398
```

Record 7
Density functional theory data (ωB97M-V/def2-TZVPD) for a 5-piece molecular cluster, CH12NO4 overall.

As for the total charge: +1. The calculation puts the HOMO energy at -14.42 eV. For the frontier orbital gap, the calculation gives 9.396 eV. For the relative energy (zero: lowest compared OMol25 entry of this formula, charge and spin), the calculation gives 130.52 kJ/mol. As for the electronic energy: -10904.4126 eV. As for the spin multiplicity: 1.

The geometry in XYZ format:
```
18
CH12NO4 | the Open Molecules 2025 dataset | ωB97M-V/def2-TZVPD
O -3.290 -1.058 -0.766
O -2.256 2.358 1.722
O -0.936 -0.857 -1.948
O 3.706 -0.100 1.720
N 1.426 0.059 -0.120
C 1.826 -1.128 -0.466
H 2.906 -1.117 -0.339
H -2.732 2.666 0.949
H 3.246 0.052 2.557
H 4.645 -0.097 1.891
H 1.122 -1.758 -0.993
H -3.970 -1.555 -1.256
H 0.752 0.514 -0.743
H 2.050 0.602 0.470
H -3.697 -0.397 -0.167
H -1.876 -0.767 -1.695
H -0.918 -0.640 -2.861
H -2.004 3.222 2.045
```

Record 8
Density functional theory data (ωB97M-V/def2-TZVPD) for a 5-piece molecular cluster, CH12O4 overall.

Its SMILES is C.O.O.O.O. The calculation puts the HOMO energy at -11.18 eV. For the frontier orbital gap, the calculation gives 11.795 eV. For the relative energy (zero: lowest compared OMol25 entry of this formula, charge and spin), the calculation gives 64.41 kJ/mol. As for the electronic energy: -9421.6605 eV. As for the spin multiplicity: 1.

The geometry in XYZ format:
```
17
CH12O4 | the Open Molecules 2025 dataset | ωB97M-V/def2-TZVPD
O 0.455 -1.782 -1.582
O 0.633 -1.590 1.322
O -1.241 0.543 -1.506
O -1.312 0.428 1.448
C 1.405 2.317 0.317
H -1.098 0.805 2.278
H 0.748 2.650 -0.521
H 1.276 1.241 0.420
H 1.071 2.790 1.190
H 0.549 -1.781 0.328
H 1.210 -1.402 -2.161
H -0.536 -0.202 1.288
H -1.907 1.233 -1.799
H 0.723 -2.488 1.767
H 2.529 2.647 0.128
H -0.260 -1.027 -1.644
H -1.021 0.842 -0.629
```

Which of these has the lowest electronic energy?
CH11O4S

Which of these has the highest relative energy (zero: lowest compared OMol25 entry of this formula, charge and spin)?
number 2